# 1
Density functional theory data (ωB97M-V with the def2-TZVPD basis set) for a molecular structure, C60H45N6S3SbSe2Y.

The value obtained for the HOMO energy (spin up / spin down) is -0.32 / -1.18 eV. Its multiplicity is 2. The calculation puts the lowest unoccupied orbital energy (spin up / spin down) at 3.68 / 3.68 eV. Its largest force on an atom is 0.6 eV/A. Its net charge is -2. The calculation puts the energy at -242675.7597 eV. As for the expectation value of S²: 1.012. For the HOMO-LUMO gap (spin up / spin down), the calculation gives 4.000 / 4.857 eV.

Last column: Löwdin charge in e.
Positions of all 118 atoms, in Å:
Y: -0.87679 -0.59515 -0.43156  1.41
C: 0.80633 -3.10027 -7.08896  -0.13
C: 1.27714 -1.88131 -6.61487  -0.10
C: 1.31649 -1.61344 -5.25628  -0.08
C: 0.93360 -2.56342 -4.28592  -0.17
C: 0.37726 -3.75118 -4.80080  -0.05
C: 0.33347 -4.01914 -6.16392  -0.11
C: 0.96415 -2.22424 -2.84149  -0.10
C: 1.60058 -0.99939 -2.41742  -0.28
C: 2.89086 -0.63283 -2.89162  -0.06
C: 3.40928 0.27082 -2.00509  -0.04
C: 2.40229 0.52235 -1.00325  -0.26
C: 2.61244 1.36358 0.08781  -0.09
C: 3.91387 2.08136 0.20343  -0.20
C: 4.29974 3.03443 -0.74657  -0.05
C: 5.50212 3.72381 -0.64475  -0.10
C: 6.35901 3.48346 0.42344  -0.12
C: 6.00139 2.53644 1.37439  -0.10
C: 4.79944 1.84356 1.25947  -0.04
C: 1.54009 1.89465 1.02502  -0.37
N: 0.24866 1.17968 1.08047  0.10
C: -0.11972 1.17471 2.31036  -0.25
C: -1.50673 0.71679 2.75569  -0.59
C: -1.88609 1.39966 4.08762  -0.21
C: -2.78027 2.46328 4.14017  -0.07
C: -3.08543 3.09299 5.34527  -0.09
C: -2.50154 2.66891 6.52839  -0.11
C: -1.60297 1.60798 6.49370  -0.09
C: -1.29913 0.98763 5.28995  -0.08
C: -1.51749 -0.78872 2.84602  -0.41
C: -1.93465 -1.60462 3.89057  -0.09
C: -1.71476 -2.91853 3.45874  -0.06
C: -1.18553 -2.84330 2.16651  -0.28
N: -1.08419 -1.52133 1.77816  0.00
C: -0.72914 -3.96226 1.38572  -0.10
C: -0.11171 -3.88628 0.14933  -0.27
C: 0.33925 -5.02021 -0.61322  -0.02
C: 0.74058 -4.55608 -1.82731  -0.03
C: 0.55117 -3.12899 -1.82736  -0.26
N: 0.06240 -2.73983 -0.60370  -0.01
C: -0.98920 -5.31771 1.95364  -0.19
C: -2.30408 -5.75781 2.14042  -0.03
C: -2.56788 -7.01561 2.66820  -0.09
C: -1.52250 -7.86268 3.02474  -0.12
C: -0.21244 -7.43479 2.85172  -0.11
C: 0.04847 -6.17255 2.32586  -0.05
C: 0.91496 1.69271 3.22479  0.03
C: 1.92993 2.08297 2.47587  0.01
N: 1.29006 -0.26442 -1.29559  -0.01
H: 0.75607 -3.30406 -8.15305  0.08
H: 1.58201 -1.11030 -7.31467  0.09
H: 1.60577 -0.62556 -4.93204  0.09
H: -0.08929 -4.45327 -4.13411  0.08
H: -0.10712 -4.95081 -6.50307  0.09
H: 3.39424 -1.08922 -3.72930  0.10
H: 4.40632 0.68512 -2.00583  0.09
H: 3.62770 3.22545 -1.57679  0.12
H: 5.76802 4.45725 -1.39902  0.09
H: 7.29501 4.02357 0.51015  0.09
H: 6.67002 2.32062 2.20005  0.09
H: 4.54285 1.08323 1.98958  0.11
H: -3.24787 2.79865 3.22437  0.07
H: -3.78886 3.91906 5.35179  0.10
H: -2.74253 3.15453 7.46812  0.09
H: -1.13944 1.25565 7.40896  0.10
H: -0.60410 0.15917 5.27990  0.12
H: -2.36312 -1.29053 4.83030  0.09
H: -1.91700 -3.82068 4.01599  0.10
H: 0.36770 -6.04197 -0.26500  0.10
H: 1.21416 -5.13195 -2.60328  0.10
H: -3.11765 -5.08775 1.87342  0.11
H: -3.59590 -7.33694 2.80113  0.09
H: -1.72843 -8.84415 3.43826  0.08
H: 0.61067 -8.08211 3.13432  0.09
H: 1.07083 -5.83330 2.20039  0.12
H: 0.83144 1.77142 4.29516  0.10
H: 2.83280 2.58948 2.78242  0.12
S: -5.47765 1.12104 -0.12356  -0.16
Sb: -4.73271 -0.10486 2.00188  0.42
S: -4.67969 -2.21249 1.21215  -0.22
S: -2.62637 1.18408 1.37035  0.48
Se: -3.90496 0.44164 -1.50670  0.48
Se: -1.78856 -0.31646 -3.85371  0.59
C: -2.35217 -2.00229 -3.24073  -0.78
C: -2.76646 -3.02045 -4.12314  -0.13
C: -3.13774 -4.25066 -3.62529  -0.10
C: -3.11958 -4.46262 -2.24922  -0.07
C: -2.72500 -3.41932 -1.44289  -0.18
N: -2.34252 -2.21864 -1.90984  -0.09
C: -2.74605 1.97791 -1.59167  -0.72
C: -3.20717 3.25113 -1.87952  -0.10
C: -2.27766 4.23355 -2.18444  -0.07
C: -0.93172 3.90857 -2.18346  -0.07
C: -0.55894 2.62930 -1.80353  -0.13
N: -1.44220 1.68421 -1.48994  -0.12
H: -2.76570 -2.80692 -5.18223  0.09
H: -3.43631 -5.04698 -4.30011  0.09
H: -3.39588 -5.41224 -1.80804  0.10
H: -2.72097 -3.52654 -0.36775  0.05
H: -4.27174 3.43787 -1.88286  0.09
H: -2.60370 5.23556 -2.44481  0.10
H: -0.17300 4.62741 -2.46286  0.08
H: 0.48516 2.34322 -1.74178  0.11
C: 0.03771 6.60540 0.45335  -0.05
C: 1.41479 5.96927 0.22386  -0.60
C: 1.92098 6.30942 -1.18799  -0.05
C: 2.41994 6.50847 1.25586  -0.05
C: 1.31921 4.50857 0.41330  0.03
C: 1.28505 3.32729 0.63633  0.08
H: 0.09298 7.68865 0.29988  0.08
H: -0.31091 6.41139 1.46994  0.09
H: -0.69451 6.18690 -0.23991  0.07
H: 2.24926 7.35329 -1.22411  0.08
H: 1.13090 6.17876 -1.92910  0.06
H: 2.76223 5.67084 -1.46377  0.07
H: 2.51901 7.59532 1.15520  0.08
H: 3.40049 6.04756 1.10725  0.08
H: 2.08502 6.27753 2.26968  0.08

# 2
Density functional theory data (ωB97M-V with the def2-TZVPD basis set) for a molecular structure, C60H46ILaN8OS.

The value obtained for the HOMO energy is -6.71 eV. The calculation puts the lowest unoccupied orbital energy at -0.74 eV. Its largest force on an atom is 3.7 eV/A. Its net charge is 0. The energy relative to the best compared isomer or geometry (same formula, charge and spin) is 15.19 kcal per mole. The calculation puts the energy at -96729.9382 eV. For the HOMO-LUMO gap, the calculation gives 5.970 eV.

Last column: Löwdin charge in e.
Positions of all 118 atoms, in Å:
La: -9.00071 -9.88914 23.49565  1.76
C: -13.79551 -16.21118 24.56695  -0.08
C: -12.44133 -16.60896 24.61991  -0.06
C: -11.39432 -15.72257 24.31582  -0.05
C: -11.70595 -14.47275 23.87743  -0.19
C: -13.03507 -14.07193 23.82559  -0.03
C: -14.07232 -14.90850 24.18570  -0.08
C: -10.64118 -13.41779 23.59830  -0.04
C: -9.64187 -13.08201 24.64046  -0.28
C: -9.63324 -13.72089 25.88140  -0.02
C: -8.59089 -13.20681 26.57373  -0.03
C: -7.95469 -12.27664 25.77347  -0.23
C: -6.75063 -11.52833 26.01344  -0.06
C: -5.89450 -12.00630 27.16835  -0.21
C: -5.05471 -13.05865 26.88609  -0.03
C: -4.42728 -13.75965 27.89846  -0.06
C: -4.57685 -13.33856 29.23249  -0.07
C: -5.44428 -12.27552 29.50171  -0.10
C: -6.08137 -11.62019 28.49803  -0.04
C: -6.13841 -10.51654 25.31313  -0.26
N: -6.59283 -10.08831 24.00980  -0.05
C: -5.66907 -9.25823 23.46116  -0.26
C: -5.59723 -8.70943 22.14406  -0.12
C: -4.42911 -7.86278 21.78850  -0.22
C: -3.23838 -8.46726 21.50710  -0.05
C: -2.22040 -7.65817 21.16269  -0.09
C: -2.28463 -6.26283 21.10183  -0.07
C: -3.50231 -5.66005 21.38183  -0.08
C: -4.58123 -6.45768 21.72811  -0.01
C: -6.45125 -9.10429 21.20339  -0.23
C: -6.34499 -8.78296 19.80592  0.00
C: -7.30085 -9.41198 19.16376  0.00
C: -8.20815 -10.00767 20.13775  -0.22
N: -7.71949 -9.72164 21.36321  -0.03
C: -9.35322 -10.77709 19.79327  -0.08
C: -10.04123 -11.67950 20.61995  -0.24
C: -10.89252 -12.80137 20.10638  0.03
C: -11.26991 -13.50998 21.16995  0.01
C: -10.60112 -12.93675 22.35280  -0.23
N: -9.94158 -11.76695 21.93860  0.01
C: -9.82208 -10.75721 18.36356  -0.22
C: -9.30403 -11.71267 17.43608  -0.05
C: -9.75174 -11.68056 16.14251  -0.12
C: -10.72795 -10.81479 15.68613  -0.10
C: -11.28681 -9.89489 16.58848  -0.06
C: -10.79036 -9.86299 17.93306  -0.02
C: -4.62558 -9.04879 24.43141  0.00
C: -4.90871 -9.85975 25.53390  -0.01
N: -8.69333 -12.17365 24.56825  -0.02
H: -14.60271 -16.90167 24.82305  0.10
H: -12.26056 -17.61572 24.98935  0.10
H: -10.40692 -16.05200 24.50021  0.11
H: -13.31208 -13.12849 23.48037  0.09
H: -15.07693 -14.53677 24.25590  0.10
H: -10.30786 -14.43866 26.29163  0.11
H: -8.14792 -13.60706 27.46011  0.11
H: -5.03241 -13.39447 25.88255  0.12
H: -3.77972 -14.60183 27.71290  0.10
H: -4.18139 -13.95586 30.02437  0.10
H: -5.56388 -11.97832 30.51841  0.09
H: -6.83311 -10.85601 28.73112  0.12
H: -3.20593 -9.56824 21.64008  0.15
H: -1.30708 -8.16012 20.94797  0.10
H: -1.40699 -5.72025 20.78477  0.10
H: -3.68879 -4.54154 21.31362  0.12
H: -5.60105 -6.03126 21.88134  0.09
H: -5.49880 -8.17598 19.43234  0.13
H: -7.37306 -9.50729 18.10467  0.11
H: -10.96313 -12.99839 19.05979  0.10
H: -11.85634 -14.39493 21.08735  0.11
H: -8.52121 -12.39573 17.74158  0.12
H: -9.35275 -12.40296 15.38327  0.12
H: -11.01951 -10.91195 14.61052  0.11
H: -12.07595 -9.21774 16.29103  0.09
H: -11.21228 -9.19597 18.66032  0.11
H: -3.74687 -8.45167 24.19173  0.11
H: -4.28117 -9.91024 26.45354  0.12
I: -12.22486 -9.70010 24.79744  0.59
C: -11.34191 -8.84212 22.88223  -0.71
H: -11.83981 -7.91060 22.90944  -0.12
H: -11.86913 -9.52999 22.21944  -0.10
N: -8.70037 -8.81244 25.98481  0.12
C: -9.05925 -8.36387 26.98969  -0.22
N: -9.62799 -7.82824 28.06028  -0.06
C: -8.85536 -7.41067 29.22115  -0.12
C: -9.65877 -7.79003 30.41339  -0.21
O: -10.89085 -7.11213 30.26055  -0.14
C: -11.72075 -7.78594 29.28104  -0.13
C: -11.07567 -7.56805 27.89421  -0.09
H: -8.67247 -6.32831 29.22559  0.14
H: -7.92059 -7.89413 29.19377  0.11
H: -9.23569 -7.43716 31.39335  0.15
H: -9.82109 -8.87776 30.49884  0.13
H: -12.69524 -7.34620 29.31429  0.12
H: -11.71561 -8.82316 29.56250  0.12
H: -11.26472 -6.55813 27.55809  0.13
H: -11.48246 -8.25340 27.22888  0.00
S: -6.94085 -3.05550 21.79201  0.98
C: -7.56432 -4.68009 22.35885  -0.49
C: -8.44072 -5.42425 21.59882  -0.04
C: -8.80578 -6.69909 22.10338  -0.15
N: -8.34925 -7.17701 23.21600  -0.02
C: -7.45141 -6.47951 23.90693  -0.14
C: -7.01991 -5.21580 23.53814  -0.10
C: -7.95036 -2.60239 20.39177  -0.54
C: -7.51716 -2.83799 19.07611  -0.06
C: -8.39985 -2.54894 18.05003  -0.14
N: -9.60397 -2.04664 18.25275  0.07
C: -10.00219 -1.84700 19.51256  -0.12
C: -9.20940 -2.12343 20.59598  -0.10
H: -8.92256 -5.10174 20.69068  0.11
H: -9.55907 -7.20540 21.47433  0.11
H: -6.95201 -6.99472 24.74607  0.11
H: -6.26436 -4.69740 24.15311  0.13
H: -6.57513 -3.29706 18.88886  0.10
H: -8.12421 -2.69137 17.00983  0.11
H: -10.93574 -1.42434 19.64420  0.09
H: -9.58414 -1.99225 21.60521  0.11